Here is one molecule with the formula C3H4ClF in a non-equilibrium geometry from the Open Molecules 2025 dataset. Energies are from ωB97M-V/def2-TZVPD.

Last column: Mulliken charge in e.
Positions of all 9 atoms, in Å:
C  1.29  -0.38  -0.57  -0.565
C  0.35  -0.31  0.46  -0.172
C  -0.92  0.47  0.40  0.142
F  -0.88  1.40  -0.47  -0.249
Cl  -2.13  -0.56  -0.36  -0.166
H  2.20  -1.21  -0.69  0.222
H  1.15  0.22  -1.57  0.225
H  0.15  -0.76  1.50  0.261
H  -1.22  1.12  1.30  0.301

Properties
**2S+1**: 1
**HOMO-LUMO gap**: 10.83 eV
**DFT total energy**: -676.667410 Eh
**Net charge**: 0
**SMILES**: C=C[C@@H](F)Cl
**ΔE to the lowest compared entry with this formula, charge and spin**: 46.48 kcal per mole